# C4H13NO2

A cluster of 3 separate species, C4H13NO2 in total at a distorted geometry (wB97M-V/def2-TZVPD, the OMol25 dataset).

```
20
Properties=species:S:1:pos:R:3
C -0.045 -0.227 1.082
C -1.190 -0.079 0.066
C -2.217 -1.156 0.343
C -3.221 -0.891 1.188
N -2.219 -2.183 -0.561
H 0.707 0.564 1.118
H -0.423 -0.242 2.101
H 0.443 -1.203 1.018
H -1.550 0.937 0.263
H -0.932 0.117 -0.977
H -3.060 -0.321 2.097
H -4.184 -1.385 1.282
H -1.422 -2.338 -1.152
H -2.842 -2.949 -0.458
H 2.610 2.636 -1.872
H 1.830 3.383 -2.949
O 2.160 2.511 -2.714
H 4.645 1.140 1.853
H 5.412 0.797 0.633
O 4.519 1.046 0.903
```

- LUMO: 0.6764 eV
- Net charge: 0
- Energy above the lowest of the compared OMol25 structures with the same formula, charge and spin: 1.5547 eV

Löwdin atomic charge list, values in e, 6 entries:
1 C -0.109
2 C -0.210
3 C -0.456
4 C -0.001
5 N 0.100
6 H 0.065

# C2H4N2O3

An isolated molecule of C2H4N2O3 at a distorted geometry (wB97M-V/def2-TZVPD, the OMol25 dataset).

```
11
Properties=species:S:1:pos:R:3
C -1.278 -0.081 -0.120
C 1.335 0.135 -0.151
H -0.459 -2.186 0.033
H 2.436 0.330 0.367
H 1.691 -0.537 -1.186
H -1.292 2.028 0.662
N -0.352 -1.086 -0.357
N -0.685 1.068 0.492
O -2.527 -0.085 -0.052
O 0.674 -0.853 0.678
O 0.458 1.266 -0.366
```

- LUMO: 0.4897 eV
- Net charge: 0
- Energy above the lowest of the compared OMol25 structures with the same formula, charge and spin: 7.6519 eV

Löwdin atomic charge list, values in e, 6 entries:
1 C -0.484
2 C -0.242
3 H 0.256
4 H 0.160
5 H 0.181
6 H 0.236

# C4H10O

An isolated molecule of C4H10O at a distorted geometry (wB97M-V/def2-TZVPD, the OMol25 dataset).

```
15
Properties=species:S:1:pos:R:3
C -0.913 0.481 1.932
C -0.044 0.830 0.779
O -0.634 0.588 -0.483
C 0.243 0.098 -1.508
C 0.465 -1.414 -1.469
H -0.064 0.847 2.617
H -1.503 -0.461 1.855
H -1.611 1.271 2.202
H 0.370 1.839 1.471
H 0.961 0.430 0.767
H 1.199 0.628 -1.424
H -0.216 0.377 -2.464
H 1.131 -1.723 -2.286
H -0.476 -1.961 -1.588
H 0.928 -1.722 -0.527
```

- LUMO: 1.1286 eV
- Net charge: 0
- Energy above the lowest of the compared OMol25 structures with the same formula, charge and spin: 2.9038 eV

Löwdin atomic charge list, values in e, 6 entries:
1 C -0.121
2 C -0.350
3 O -0.136
4 C -0.263
5 C -0.079
6 H 0.094

# C18H16ClFN2O

An isolated molecule of C18H16ClFN2O (wB97M-V/def2-TZVPD, the OMol25 dataset).

```
39
Properties=species:S:1:pos:R:3
O -2.800 -1.620 1.477
C -2.717 -0.704 0.689
N -2.591 -0.859 -0.642
H -2.479 -0.039 -1.219
C -2.250 -2.123 -1.250
H -2.920 -2.313 -2.095
H -2.405 -2.893 -0.493
C -0.792 -2.114 -1.725
C 0.154 -1.761 -0.620
C 0.125 -2.206 0.671
N 1.165 -1.671 1.377
C 1.896 -0.866 0.556
C 3.050 -0.133 0.801
C 3.576 0.598 -0.241
C 2.970 0.604 -1.500
C 1.834 -0.131 -1.753
C 1.281 -0.888 -0.721
H 1.384 -0.126 -2.735
H 3.412 1.194 -2.290
H 4.475 1.176 -0.087
H 3.518 -0.142 1.775
H 1.332 -1.820 2.358
H -0.576 -2.858 1.153
H -0.680 -1.386 -2.532
H -0.550 -3.101 -2.131
C -2.772 0.770 1.122
C -1.444 1.423 0.891
C -1.112 2.121 -0.268
C 0.126 2.715 -0.447
C 1.080 2.628 0.549
C 0.798 1.938 1.713
C -0.442 1.346 1.857
F -0.696 0.679 2.998
H 1.521 1.853 2.507
H 2.042 3.094 0.415
H 0.336 3.246 -1.362
Cl -2.279 2.300 -1.542
H -3.015 0.787 2.185
H -3.553 1.280 0.558
```

- LUMO: 0.7041 eV
- Net charge: 0

Löwdin atomic charge list, values in e, 6 entries:
1 O 0.062
2 C -0.494
3 N 0.068
4 H 0.064
5 C -0.165
6 H 0.120

# C5H11N3P

A cluster of 2 separate species, C5H11N3P in total at a distorted geometry (wB97M-V/def2-TZVPD, the OMol25 dataset).

```
20
Properties=species:S:1:pos:R:3
C -2.049 1.953 -0.185
C -0.794 2.126 -0.687
C -0.965 0.023 0.161
C -0.639 -1.387 0.410
C 3.067 -0.174 1.391
N -2.189 0.676 0.295
N -0.136 0.911 -0.476
N -3.395 -0.044 0.397
P 3.184 -0.370 -0.275
H -3.045 2.569 -0.246
H -1.199 -1.773 1.365
H -0.852 -2.006 -0.526
H 0.365 -1.472 0.521
H 3.605 0.596 1.907
H -0.483 2.981 -1.178
H 2.701 -0.983 2.017
H 0.787 0.787 -0.843
H -3.041 -1.041 0.187
H -3.667 0.101 1.376
H 4.017 0.599 -0.433
```

- LUMO: -3.4655 eV
- Net charge: +1
- Energy above the lowest of the compared OMol25 structures with the same formula, charge and spin: 1.5030 eV

Löwdin atomic charge list, values in e, 6 entries:
1 C -0.024
2 C -0.011
3 C -0.214
4 C 0.009
5 C -0.395
6 N -0.122

# C6H10O2

An isolated molecule of C6H10O2 at a distorted geometry (wB97M-V/def2-TZVPD, the OMol25 dataset).

```
18
Properties=species:S:1:pos:R:3
C -2.058 -0.381 -0.097
C -0.514 0.069 -0.543
C 0.178 0.304 -1.864
C 1.867 0.024 -0.339
C 0.482 0.167 0.455
C 0.372 -0.102 1.991
H -2.724 0.628 -0.229
H -2.570 -1.327 -0.470
H -1.966 -0.373 1.112
H 0.345 -0.547 -2.610
H 0.032 1.251 -2.561
H 2.805 0.375 -0.086
H 1.871 -1.166 -0.715
H 0.629 -1.214 1.989
H -0.732 -0.162 2.357
H 0.848 0.537 2.951
O 1.483 0.586 -1.574
O -0.349 1.333 0.234
```

- LUMO: 0.8922 eV
- Net charge: 0
- Energy above the lowest of the compared OMol25 structures with the same formula, charge and spin: 5.3868 eV

Löwdin atomic charge list, values in e, 6 entries:
1 C 0.014
2 C -0.316
3 C -0.168
4 C -0.055
5 C -0.411
6 C -0.030

Q: Number 6 is which compound?
A: C6H10O2